Entry 1:
A molecular structure, C25H38AgN3O4P2S, computed with ωB97M-V/def2-TZVPD.

Output
HOMO energy	-7.6	eV
maximum force	0.58	eV Å⁻¹
orbital gap	7.87	eV
LUMO	0.22	eV
total energy	-72615.4630	eV
energy relative to the best compared isomer or geometry (same formula, charge and spin)	12.5	kJ/mol

The geometry in ORCA input format:
```
! RIJCOSX wB97M-V def2-TZVPD def2/J DEFGRID3
* xyz 0 1
Ag 0.889 0.652 -0.277
C 4.597 -0.141 -1.351
P 3.441 0.683 -0.211
C 4.199 2.328 0.006
C 3.888 -0.155 1.368
C 3.169 0.379 2.612
P 1.347 0.465 2.375
C 0.753 1.105 3.976
C 0.866 -1.293 2.476
H 4.570 0.343 -2.327
H 4.281 -1.175 -1.478
H 5.622 -0.114 -0.973
H 5.251 2.252 0.291
H 3.662 2.891 0.770
H 4.121 2.891 -0.925
H 4.973 -0.092 1.502
H 3.639 -1.208 1.210
H 3.520 1.391 2.839
H 3.418 -0.242 3.479
H 1.054 0.462 4.807
H -0.336 1.160 3.946
H 1.136 2.111 4.152
H 1.155 -1.747 3.429
H 1.331 -1.833 1.650
H -0.214 -1.367 2.336
C -7.859 0.608 -1.582
C -6.393 0.567 -1.247
C -5.963 0.533 0.077
C -4.613 0.503 0.390
C -3.672 0.504 -0.629
C -4.080 0.545 -1.952
C -5.432 0.577 -2.253
S -1.959 0.379 -0.202
O -1.701 -1.037 0.037
O -1.741 1.205 0.973
O -1.228 0.875 -1.389
H -8.467 0.467 -0.688
H -8.124 -0.174 -2.295
H -8.137 1.564 -2.028
H -6.698 0.533 0.873
H -4.288 0.488 1.422
H -3.334 0.560 -2.735
H -5.744 0.612 -3.291
N 0.190 6.607 -3.869
C 0.298 6.078 -2.855
C 0.437 5.423 -1.585
C 0.304 6.132 -0.395
C 0.444 5.445 0.795
C 0.720 4.085 0.746
N 0.863 3.409 -0.388
C 0.711 4.058 -1.533
H 0.088 7.192 -0.415
H 0.334 5.947 1.746
H 0.813 3.501 1.655
H 0.798 3.478 -2.444
O 1.958 -2.153 -0.617
C 1.880 -3.298 -1.021
C 2.477 -4.473 -0.293
C 1.353 -4.983 0.636
C -0.016 -5.237 -0.021
C -0.804 -3.980 -0.431
C -0.371 -3.329 -1.760
N 1.042 -3.645 -2.067
H 3.352 -4.173 0.282
H 2.768 -5.255 -0.999
H 1.213 -4.245 1.431
H 1.700 -5.899 1.118
H -0.616 -5.778 0.714
H 0.089 -5.931 -0.865
H -0.735 -3.238 0.365
H -1.864 -4.230 -0.503
H -0.490 -2.249 -1.705
H -0.967 -3.690 -2.598
H 1.134 -4.627 -2.285
*
```

Entry 2:
A molecular structure, C25H38BiO11P2S5 at a distorted geometry, computed with ωB97M-V/def2-TZVPD.

Output
HOMO energy	-11.5	eV
maximum force	1.94	eV Å⁻¹
orbital gap	9.03	eV
LUMO	-2.46	eV
total energy	-127659.2501	eV
energy relative to the best compared isomer or geometry (same formula, charge and spin)	174.8	kJ/mol

The geometry in ORCA input format:
```
! RIJCOSX wB97M-V def2-TZVPD def2/J DEFGRID3
* xyz 1 1
Bi -0.217 -0.456 -0.681
C 2.491 -2.645 -0.945
C 1.197 -3.338 -1.328
S 0.491 -2.574 -2.828
C -1.145 -3.366 -3.018
C -2.038 -2.447 -3.835
S -2.447 -0.933 -2.844
C -1.914 0.436 -3.924
C -0.430 0.535 -4.175
S 0.637 1.059 -2.743
C 2.152 0.181 -3.353
C 3.145 -0.205 -2.280
S 2.423 -0.812 -0.694
H 3.274 -2.856 -1.671
H 2.795 -3.015 0.035
H 0.469 -3.261 -0.518
H 1.398 -4.386 -1.555
H -1.566 -3.531 -2.027
H -1.003 -4.320 -3.526
H -2.976 -2.952 -4.063
H -1.557 -2.152 -4.764
H -2.301 1.320 -3.422
H -2.422 0.315 -4.881
H -0.253 1.287 -4.944
H -0.044 -0.422 -4.517
H 2.630 0.862 -4.056
H 1.811 -0.703 -3.883
H 3.722 0.660 -1.965
H 3.816 -0.968 -2.666
C -1.856 4.475 1.107
C -1.348 3.266 0.356
O -0.406 3.616 -0.626
P -2.652 2.324 -0.553
O -3.146 3.133 -1.822
O -3.998 2.140 0.255
O -2.076 1.050 -1.093
P -0.788 1.877 1.448
O -0.001 2.659 2.561
O -2.060 1.172 1.740
O 0.226 1.224 0.447
H -2.303 5.195 0.423
H -1.021 4.950 1.619
H -2.582 4.166 1.854
H 0.323 2.980 -0.575
H -3.842 3.765 -1.638
H -3.824 1.647 1.070
H 0.304 2.034 3.224
C 2.703 4.093 -0.212
C 2.755 2.659 0.246
O 2.501 1.764 -0.554
C 3.100 2.402 1.650
C 3.596 3.407 2.487
C 3.890 3.136 3.809
C 3.660 1.871 4.331
C 3.159 0.867 3.518
C 2.903 1.126 2.185
H 2.300 4.140 -1.222
H 3.710 4.510 -0.220
H 2.085 4.692 0.453
H 3.767 4.399 2.103
H 4.291 3.917 4.438
H 3.877 1.668 5.368
H 2.949 -0.115 3.913
H 2.520 0.345 1.554
C -4.045 -5.156 1.426
C -3.014 -4.153 1.837
C -1.862 -4.553 2.509
C -0.886 -3.632 2.854
C -1.074 -2.300 2.539
C -2.222 -1.874 1.899
C -3.193 -2.800 1.558
S 0.357 -1.249 2.577
O 0.037 0.152 2.800
O 1.351 -1.790 3.451
O 0.776 -1.479 1.125
H -3.618 -6.155 1.375
H -4.464 -4.898 0.456
H -4.860 -5.169 2.149
H -1.721 -5.595 2.758
H 0.025 -3.924 3.352
H -2.345 -0.823 1.699
H -4.094 -2.468 1.065
*
```

Entry 3:
A molecular structure, C25H38N2O2P at a distorted geometry, computed with ωB97M-V/def2-TZVPD.

Output
HOMO energy	-10.3	eV
maximum force	3.67	eV Å⁻¹
orbital gap	6.37	eV
LUMO	-3.96	eV
total energy	-42897.9934	eV
energy relative to the best compared isomer or geometry (same formula, charge and spin)	17.8	kJ/mol

The geometry in ORCA input format:
```
! RIJCOSX wB97M-V def2-TZVPD def2/J DEFGRID3
* xyz 1 1
C -4.308 -0.183 5.870
O -3.692 0.898 5.115
C -2.895 0.594 4.062
C -2.248 1.690 3.448
C -1.215 1.471 2.534
C -0.758 0.205 2.181
C 0.391 0.081 1.198
C 1.385 -0.969 1.709
C 2.604 -1.039 1.030
C 3.425 -2.150 1.063
C 3.170 -3.200 1.971
O 4.042 -4.246 1.953
C 3.822 -5.374 2.844
C 2.123 -3.029 2.892
C 1.227 -1.931 2.751
C -1.504 -0.896 2.705
C -2.515 -0.695 3.659
H -5.012 0.330 6.497
H -4.821 -0.902 5.229
H -3.532 -0.683 6.450
H -2.570 2.692 3.734
H -0.796 2.348 2.031
H 0.945 1.053 1.249
H 2.861 -0.217 0.360
H 4.276 -2.272 0.379
H 4.576 -6.070 2.505
H 3.986 -5.048 3.866
H 2.821 -5.777 2.744
H 1.988 -3.767 3.715
H 0.395 -1.916 3.405
H -1.346 -1.899 2.356
H -3.020 -1.581 4.130
C -2.796 3.445 -2.421
C -2.440 2.040 -1.919
C -2.577 2.082 -0.411
C -3.327 0.960 -2.534
N -1.068 1.790 -2.278
C -0.202 2.811 -2.686
C 1.104 2.174 -3.118
N 0.984 0.777 -2.987
C 1.985 -0.134 -3.475
C 2.921 0.645 -4.389
C 1.320 -1.307 -4.152
C 2.872 -0.595 -2.286
P -0.297 0.409 -2.131
H 0.015 -0.095 0.084
H -2.700 3.552 -3.515
H -3.856 3.643 -2.175
H -2.199 4.223 -1.910
H -2.339 1.112 0.051
H -1.885 2.842 0.023
H -3.604 2.360 -0.126
H -3.071 -0.023 -2.130
H -4.376 1.200 -2.311
H -3.167 0.930 -3.614
H -0.645 3.320 -3.567
H -0.022 3.644 -1.984
H 1.278 2.413 -4.190
H 1.964 2.651 -2.611
H 3.459 1.460 -3.844
H 3.708 -0.040 -4.770
H 2.423 1.066 -5.280
H 0.658 -1.842 -3.455
H 0.701 -0.954 -4.982
H 2.096 -1.998 -4.531
H 2.290 -1.143 -1.547
H 3.667 -1.221 -2.674
H 3.320 0.287 -1.788
*
```

Entry 4:
A molecular structure, C25H38NTa at a distorted geometry, computed with ωB97M-V/def2-TZVPD.

Output
HOMO energy (alpha / beta)	-14.4 / -14.4	eV
maximum force	3.33	eV Å⁻¹
orbital gap (alpha / beta)	5.17 / 5.16	eV
LUMO (alpha / beta)	-9.25 / -9.26	eV
total energy	-29562.4341	eV

The geometry in ORCA input format:
```
! RIJCOSX wB97M-V def2-TZVPD def2/J DEFGRID3
* xyz 2 1
Ta -14.393 7.519 3.659
C -14.720 9.713 3.694
C -15.657 9.261 2.627
C -16.801 8.571 3.389
C -16.314 8.341 4.733
C -15.072 9.159 5.031
C -14.596 9.605 6.424
C -15.676 10.618 6.889
C -13.191 10.253 6.333
C -14.228 8.347 7.231
C -18.188 8.064 3.083
C -18.872 7.824 4.357
C -17.973 6.912 2.111
C -19.093 9.050 2.287
C -15.830 10.270 1.415
C -16.684 11.515 1.852
C -16.564 9.632 0.161
C -14.545 10.845 0.877
H -14.049 10.546 3.490
H -16.770 7.727 5.543
H -15.664 11.511 6.262
H -15.534 10.929 7.953
H -16.690 10.177 6.753
H -13.226 11.093 5.645
H -12.497 9.525 5.909
H -12.759 10.626 7.265
H -15.054 7.650 7.459
H -13.818 8.607 8.225
H -13.401 7.807 6.726
H -18.264 7.208 5.040
H -19.782 7.251 4.075
H -19.282 8.751 4.858
H -17.214 6.181 2.425
H -17.632 7.280 1.133
H -18.867 6.273 1.961
H -19.581 9.750 2.963
H -19.892 8.414 1.804
H -18.620 9.609 1.462
H -17.681 11.432 2.233
H -16.688 12.178 0.962
H -16.091 12.065 2.588
H -16.148 10.156 -0.721
H -17.619 9.845 0.326
H -16.431 8.568 -0.001
H -13.892 11.215 1.676
H -14.738 11.640 0.175
H -13.986 10.089 0.300
C -11.162 9.860 2.279
C -10.553 8.801 3.149
C -9.202 8.883 3.496
C -8.499 7.842 4.079
C -9.137 6.633 4.239
C -10.513 6.456 3.946
C -11.032 5.041 4.030
C -11.297 7.586 3.469
N -12.659 7.593 3.399
H -10.602 10.801 2.458
H -12.198 10.189 2.523
H -11.145 9.611 1.164
H -8.742 9.810 3.243
H -7.421 7.926 4.388
H -8.544 5.745 4.616
H -10.401 4.522 4.725
H -10.987 4.473 3.086
H -12.056 4.982 4.389
*
```

Entry 5:
A molecular structure, C25H39AsCl2NO4PS5W at a distorted geometry, computed with ωB97M-V/def2-TZVPD.

Output
HOMO energy	-1.0	eV
maximum force	2.86	eV Å⁻¹
orbital gap	5.07	eV
LUMO	4.05	eV
total energy	-187417.1919	eV
energy relative to the best compared isomer or geometry (same formula, charge and spin)	356.6	kJ/mol

The geometry in ORCA input format:
```
! RIJCOSX wB97M-V def2-TZVPD def2/J DEFGRID3
* xyz -2 1
W 0.113 -1.881 3.190
S -1.454 -2.320 4.826
As -0.172 -4.297 2.447
S -1.481 -2.989 1.463
S 2.225 -2.225 2.327
S -0.088 -6.233 1.843
O 0.556 -0.798 0.330
P 0.642 -0.417 -1.100
C 2.075 0.753 -1.183
C 2.744 1.122 -2.513
C 2.182 2.389 -3.148
C 2.288 3.558 -2.169
C 1.525 3.258 -0.880
C 1.985 1.954 -0.228
C -1.086 -0.082 -1.683
C -1.975 0.378 -0.515
C -1.984 1.888 -0.333
C -2.469 2.560 -1.616
C -1.557 2.200 -2.786
C -1.402 0.688 -2.977
C 1.306 -1.807 -2.122
C 1.050 -3.169 -1.448
C -0.251 -3.841 -1.873
C -0.341 -3.952 -3.392
C -0.281 -2.559 -4.015
C 1.017 -1.843 -3.638
H 2.737 0.037 -0.678
H 2.694 0.292 -3.221
H 3.808 1.295 -2.307
H 1.136 2.226 -3.422
H 2.724 2.613 -4.071
H 1.906 4.475 -2.629
H 3.346 3.723 -1.936
H 0.460 3.210 -1.102
H 1.660 4.073 -0.164
H 1.338 1.689 0.610
H 2.981 2.116 0.197
H -1.347 -1.133 -1.843
H -1.644 -0.116 0.397
H -2.998 0.036 -0.710
H -0.973 2.224 -0.082
H -2.622 2.155 0.509
H -2.501 3.648 -1.497
H -3.489 2.218 -1.825
H -0.581 2.646 -2.602
H -1.935 2.637 -3.717
H -0.646 0.499 -3.744
H -2.350 0.297 -3.365
H 2.381 -1.624 -2.019
H 1.084 -3.039 -0.364
H 1.884 -3.834 -1.707
H -1.106 -3.279 -1.488
H -0.303 -4.824 -1.399
H -1.269 -4.451 -3.687
H 0.495 -4.554 -3.769
H -1.143 -1.985 -3.670
H -0.349 -2.617 -5.107
H 1.014 -0.835 -4.064
H 1.846 -2.382 -4.113
Cl 1.053 2.060 3.461
C -0.682 2.046 3.362
C -1.341 3.246 3.557
C -2.724 3.315 3.471
C -3.428 2.154 3.186
C -2.760 0.959 2.991
Cl -3.714 -0.432 2.568
C -1.346 0.828 3.071
N -0.721 -0.321 2.838
H -0.752 4.127 3.779
H -3.241 4.254 3.620
H -4.506 2.164 3.095
C 0.963 -1.712 7.178
S 1.753 -1.832 5.591
O 3.167 -1.769 5.866
O 1.255 -3.068 4.953
O 1.187 -0.707 4.777
H 0.665 -2.712 7.480
H 0.078 -1.091 7.070
H 1.685 -1.279 7.867
*
```

Entry 6:
A molecular structure, C25H39AsN6O2PPtS5 at a distorted geometry, computed with ωB97M-V/def2-TZVPD.

Output
HOMO energy (alpha / beta)	-8.7 / -8.7	eV
maximum force	2.81	eV Å⁻¹
orbital gap (alpha / beta)	3.89 / 3.89	eV
LUMO (alpha / beta)	-4.84 / -4.84	eV
total energy	-167142.3539	eV
energy relative to the best compared isomer or geometry (same formula, charge and spin)	240.7	kJ/mol

The geometry in ORCA input format:
```
! RIJCOSX wB97M-V def2-TZVPD def2/J DEFGRID3
* xyz 1 1
Pt -0.518 1.565 -0.786
C 2.603 -0.772 5.220
C 1.870 -1.635 4.193
C 0.695 -2.340 4.887
C 2.848 -2.680 3.637
C 1.330 -0.805 3.038
C 1.477 0.573 2.952
C 0.952 1.256 1.871
N 0.311 0.644 0.885
C 0.137 -0.689 0.942
C 0.634 -1.425 1.998
C -0.638 -1.278 -0.175
C -0.964 -2.617 -0.259
C -1.737 -3.104 -1.314
C -2.146 -2.178 -2.265
C -1.791 -0.848 -2.131
N -1.051 -0.408 -1.118
C -2.111 -4.578 -1.367
C -2.955 -4.910 -2.596
C -0.827 -5.419 -1.406
C -2.917 -4.924 -0.105
H 2.973 -1.408 6.024
H 1.943 -0.027 5.669
H 3.462 -0.262 4.782
H 1.065 -2.924 5.730
H 0.174 -3.023 4.214
H -0.030 -1.616 5.264
H 3.260 -3.268 4.458
H 3.675 -2.202 3.109
H 2.357 -3.371 2.950
H 1.988 1.136 3.717
H 1.034 2.333 1.798
H 0.479 -2.493 2.022
H -0.631 -3.292 0.516
H -2.757 -2.463 -3.108
H -2.121 -0.104 -2.845
H -2.423 -4.697 -3.526
H -3.899 -4.361 -2.600
H -3.195 -5.973 -2.591
H -0.238 -5.193 -2.297
H -1.084 -6.479 -1.432
H -0.201 -5.252 -0.529
H -3.820 -4.317 -0.039
H -2.336 -4.771 0.805
H -3.213 -5.973 -0.137
S 1.179 5.156 -3.680
As -0.398 4.417 -2.472
S -1.251 2.412 -2.816
S 0.291 3.698 -0.374
S -1.637 6.106 -2.563
N 2.968 -1.447 -3.421
C 3.588 -0.115 -3.733
P 3.278 0.797 -2.136
O 4.392 0.553 -1.192
O 1.874 0.313 -1.848
C 3.293 2.523 -2.699
N 3.096 3.444 -1.572
H 2.725 -1.995 -4.242
H 2.127 -1.175 -2.843
H 3.585 -1.994 -2.821
H 3.023 0.314 -4.559
H 4.633 -0.245 -4.000
H 2.515 2.706 -3.444
H 4.265 2.712 -3.157
H 2.033 3.550 -0.992
H 3.269 4.403 -1.883
H 3.751 3.222 -0.821
C -2.618 6.488 2.015
C -3.180 5.470 1.077
C -4.131 5.789 0.117
C -4.542 4.775 -0.724
N -4.072 3.534 -0.630
C -3.191 3.321 0.341
S -2.643 1.653 0.550
N -2.715 4.224 1.188
H -3.176 7.421 1.979
H -1.579 6.693 1.746
H -2.624 6.099 3.033
H -4.526 6.789 0.025
H -5.269 4.957 -1.506
*
```